Computed, not measured: a structure of composition C12H16Br18FI2NO4S, with wB97M-V/def2-TZVPD.

As for the spin multiplicity: 1. Its total charge is 0. As for the LUMO energy: -0.74 eV. As for the largest force on an atom: 7.5 eV/Å.

Last column: Löwdin charge in e.
Element x y z (Å)
C: 2.8264 -1.1373 1.8623  -0.017
C: 1.8271 -2.0826 2.6731  -0.392
O: 2.2638 -2.7855 3.6211  0.073
O: 0.4248 -2.1652 2.4086  -0.067
C: 0.1806 -2.4992 0.9876  -0.192
N: -1.0981 -3.1948 0.8413  -0.253
C: -2.2634 -2.6090 1.5162  -0.707
I: -4.1525 -3.7209 1.2993  0.921
C: -2.6220 -1.0637 1.2317  -0.771
C: -1.9064 -0.0198 2.2507  -0.197
I: -2.2905 -0.3225 -0.7778  0.897
S: -1.3089 -4.1518 -0.5109  0.717
O: 0.0241 -4.3731 -1.2104  -0.330
O: -2.2642 -3.6841 -1.5606  -0.358
F: -1.8104 -5.7189 -0.0881  -0.241
H: 3.7860 -1.0272 2.4896  0.112
H: 2.3712 -0.0955 1.7690  0.023
H: 3.0064 -1.6255 0.8497  0.059
H: 0.2795 -1.5050 0.4244  0.031
H: 1.1089 -3.1117 0.6750  0.154
H: -2.0545 -2.6676 2.6526  0.111
H: -3.7518 -0.9535 1.4432  0.017
H: -2.4442 0.9806 2.3210  0.051
H: -1.6974 -0.4988 3.2810  0.071
H: -0.8548 0.1633 1.8025  0.042
C: -5.6396 0.7851 4.3080  -1.595
Br: -5.3126 2.3330 3.1858  0.565
Br: -6.4388 -0.6719 3.3094  0.558
Br: -4.0363 0.2231 5.2428  0.576
H: -6.3613 1.0870 5.0650  -0.027
C: 3.1293 -5.6316 -2.9506  -1.615
Br: 2.4662 -5.4378 -4.7624  0.565
Br: 4.5231 -6.9749 -2.8321  0.563
Br: 3.7008 -3.9334 -2.2082  0.530
H: 2.2965 -5.9809 -2.3419  -0.034
C: 0.3072 3.7207 3.4870  -1.595
Br: -0.9483 3.4178 4.9337  0.562
Br: 1.6093 2.2900 3.3473  0.585
Br: -0.6019 4.0360 1.8028  0.556
H: 0.8569 4.6290 3.7278  -0.025
C: 2.3182 0.2461 -2.4292  -1.560
Br: 1.0299 0.5002 -1.0012  0.550
Br: 2.3908 1.7738 -3.6197  0.560
Br: 4.0720 -0.2156 -1.7429  0.566
H: 1.9748 -0.6029 -3.0188  -0.019
C: 1.9054 3.7542 -7.5160  -1.623
Br: 2.7006 2.3126 -8.5407  0.559
Br: 3.1827 4.5643 -6.3016  0.538
Br: 1.0632 5.0737 -8.6607  0.562
H: 1.1192 3.3145 -6.9046  -0.032
C: 0.1335 7.0024 -1.0976  -1.628
Br: 0.9247 5.5539 -2.1168  0.537
Br: 1.4108 7.8101 0.1190  0.551
Br: -0.6993 8.3224 -2.2486  0.564
H: -0.6566 6.5682 -0.4874  -0.049

Computed, not measured: a cluster of 5 separate species, C10H30B2O11S4 in total, with wB97M-V/def2-TZVPD.

As for the spin multiplicity: 1. Its total charge is 0. As for the LUMO energy: 0.32 eV. As for the largest force on an atom: 2.4 eV/Å.

Last column: Löwdin charge in e.
Element x y z (Å)
C: -6.0629 0.1714 -0.7993  -0.037
O: -5.3060 0.5109 -1.9767  0.120
B: -4.4130 -0.4058 -2.3653  -0.769
O: -3.8643 -0.3483 -3.6265  0.215
O: -4.0103 -1.4610 -1.5025  0.236
C: -2.7116 -1.4341 -1.1765  -0.510
O: -2.0503 -2.4226 -0.9953  0.196
O: -2.2655 -0.1487 -1.0629  0.230
B: -2.3980 0.4165 0.2080  -0.819
O: -2.7337 1.7329 0.2722  0.225
O: -2.1876 -0.2730 1.3578  0.223
H: -7.0330 0.6370 -0.8804  0.099
H: -6.2204 -0.8895 -0.7231  0.075
H: -5.6041 0.5196 0.1088  0.073
H: -3.0253 0.1091 -3.6122  0.111
H: -3.1745 1.9519 -0.5532  0.114
H: -2.9249 -0.1945 1.9616  0.122
C: 3.2893 -0.0122 1.8701  -0.268
S: 2.4303 1.3072 1.0076  0.802
O: 3.0944 2.5882 1.3780  -0.559
C: 0.9131 1.1971 1.9627  -0.264
H: 4.2905 -0.0978 1.4578  0.028
H: 3.3485 0.2216 2.9339  0.058
H: 2.7596 -0.9514 1.7176  0.060
H: 1.1336 1.3540 3.0187  0.061
H: 0.4564 0.2194 1.8105  0.049
H: 0.2302 1.9712 1.6173  0.051
C: 3.3874 3.5469 -1.9340  -0.288
S: 3.8275 4.3934 -3.4544  0.793
O: 4.9336 3.6253 -4.0831  -0.559
C: 4.5671 5.8249 -2.6563  -0.277
H: 2.9412 2.5902 -2.1969  0.046
H: 4.2787 3.3801 -1.3306  0.057
H: 2.6652 4.1445 -1.3786  0.054
H: 5.3814 5.5015 -2.0082  0.058
H: 3.8067 6.3504 -2.0789  0.051
H: 4.9536 6.4802 -3.4336  0.046
C: -6.0089 -3.6288 1.9258  -0.259
S: -7.0553 -2.1790 2.0946  0.825
O: -6.1994 -0.9945 1.8085  -0.554
C: -7.2414 -2.2794 3.8784  -0.268
H: -5.7363 -3.7271 0.8771  0.052
H: -5.1094 -3.5034 2.5281  0.061
H: -6.5619 -4.5121 2.2443  0.055
H: -6.2599 -2.2458 4.3507  0.059
H: -7.7577 -3.2037 4.1363  0.054
H: -7.8348 -1.4276 4.2025  0.051
C: 7.4512 -1.9945 0.4636  -0.272
S: 6.2253 -1.6586 -0.8080  0.802
O: 4.9042 -2.0784 -0.2694  -0.556
C: 6.7756 -2.9413 -1.9390  -0.271
H: 7.2649 -1.3202 1.2965  0.047
H: 7.3586 -3.0276 0.7986  0.058
H: 8.4476 -1.8120 0.0620  0.053
H: 6.7290 -3.9111 -1.4436  0.058
H: 7.7942 -2.7258 -2.2608  0.053
H: 6.1117 -2.9358 -2.8001  0.051

Computed, not measured: the molecule CH5N3, with wB97M-V/def2-TZVPD.

The relative energy (zero: lowest compared OMol25 entry of this formula, charge and spin) comes out at 83.3 kcal per mole. As for the spin multiplicity: 1. Its total charge is 0. Its SMILES is [H]/N=N/NC. As for the LUMO energy: 1.18 eV. As for the largest force on an atom: 4.6 eV/Å.

Last column: Löwdin charge in e.
Element x y z (Å)
H: -3.2667 -0.3567 -0.0559  0.020
N: -2.4473 0.0188 0.2851  0.021
N: -1.5120 -0.0619 -0.4817  -0.015
N: -0.2559 0.7100 0.2029  -0.088
C: 0.9452 0.0205 -0.2976  -0.169
H: -0.2989 0.8513 1.1935  0.068
H: 0.7735 -0.5907 -1.2130  0.080
H: 1.7493 0.7275 -0.5777  0.067
H: 1.4743 -0.4864 0.4085  0.018

Computed, not measured: a cluster of 3 separate species, C22H34BFO9 in total, with wB97M-V/def2-TZVPD.

The relative energy (zero: lowest compared OMol25 entry of this formula, charge and spin) comes out at 310.2 kcal per mole. As for the spin multiplicity: 1. Its total charge is 0. Its SMILES is CC[C@@]1(CB(O)O)[C@H](COc2ccccc2)OC(=O)[C@H]1F.CCOC(C)=O.CCOC(C)=O. As for the LUMO energy: 0.10 eV. As for the largest force on an atom: 9.4 eV/Å.

Last column: Löwdin charge in e.
Element x y z (Å)
C: 2.9017 -0.9730 1.1945  -0.094
C: 1.3829 -0.6217 0.6146  -0.151
C: 1.3442 0.6534 -0.4147  -0.248
C: 1.9212 0.5073 -1.9420  -0.030
B: 2.3556 -1.0160 -2.3830  -0.408
O: 3.7262 -1.2669 -2.9538  -0.002
O: 1.5106 -2.2382 -2.2295  0.016
C: -0.2357 1.1945 -0.5066  -0.204
C: -1.3194 0.2935 -1.3457  -0.109
O: -2.0966 -0.5068 -0.3863  -0.152
C: -3.5107 -0.6280 -0.7744  -0.145
C: -4.6376 -0.5125 0.4416  0.007
C: -6.2584 -0.6605 0.2350  -0.061
C: -6.8357 -0.9622 -1.2695  -0.087
C: -5.7403 -1.0546 -2.5112  -0.067
C: -4.0918 -0.9021 -2.2841  -0.015
O: -0.2965 2.6541 -0.7059  -0.052
C: 0.7297 3.2105 0.2168  -0.169
O: 0.6135 4.3345 0.9286  0.024
C: 1.9649 2.1012 0.1469  -0.056
F: 2.4766 2.1504 1.5394  -0.070
H: 3.7556 -0.4795 0.5259  0.086
H: 3.0136 -2.1494 1.0612  0.080
H: 3.0306 -0.7500 2.3360  0.090
H: 0.8241 -1.5763 0.2001  0.125
H: 0.7606 -0.2915 1.5782  0.132
H: 2.8685 1.1973 -2.1395  0.131
H: 1.1099 0.8675 -2.7394  0.144
H: 3.6634 -1.4853 -3.9295  0.123
H: 1.9811 -2.7981 -1.5186  0.119
H: -0.6160 1.1007 0.6196  0.160
H: -0.7239 -0.4359 -2.0423  0.135
H: -1.9635 1.0044 -2.0205  0.151
H: -4.2459 -0.3278 1.5294  0.083
H: -6.9836 -0.5731 1.1788  0.101
H: -7.9981 -1.0942 -1.3914  0.079
H: -6.2095 -1.2802 -3.5852  0.083
H: -3.3676 -1.0006 -3.2004  0.086
H: 2.7416 2.6643 -0.5243  0.169
C: 7.4888 -5.1408 0.2304  -0.068
C: 6.2714 -4.5539 0.9215  -0.229
O: 6.1717 -3.1403 0.6719  -0.004
C: 5.5873 -2.5928 -0.4160  -0.494
C: 5.2661 -3.4706 -1.5882  0.013
O: 5.3933 -1.3794 -0.4736  0.057
H: 7.4261 -5.0313 -0.8542  0.067
H: 7.5898 -6.2029 0.4673  0.082
H: 8.3968 -4.6198 0.5494  0.086
H: 5.3445 -5.0686 0.6507  0.113
H: 6.3836 -4.6704 2.0048  0.124
H: 6.0924 -3.4343 -2.3013  0.107
H: 4.3572 -3.0931 -2.0679  0.058
H: 5.0582 -4.5065 -1.3200  0.074
C: -5.4629 5.6713 1.9972  -0.068
C: -4.7395 5.0683 3.1876  -0.227
O: -5.1216 3.6941 3.3775  -0.005
C: -4.5571 2.6457 2.7395  -0.494
C: -3.6790 2.9041 1.5521  0.010
O: -4.8223 1.4938 3.0804  0.060
H: -5.2056 5.1573 1.0688  0.068
H: -5.2103 6.7292 1.8902  0.082
H: -6.5462 5.5775 2.1213  0.084
H: -3.6523 5.1690 3.1149  0.116
H: -5.0385 5.6018 4.0962  0.123
H: -4.2779 2.8378 0.6412  0.101
H: -2.8945 2.1410 1.5258  0.083
H: -3.1651 3.8649 1.5839  0.073

Computed, not measured: a cluster of 2 separate species, C4H8N2 in total, with wB97M-V/def2-TZVPD.

The relative energy (zero: lowest compared OMol25 entry of this formula, charge and spin) comes out at 71.3 kcal per mole. As for the spin multiplicity: 1. Its total charge is 0. As for the LUMO energy (spin up / spin down): 0.40 / 0.40 eV. As for the largest force on an atom: 1.1 eV/Å.

Last column: Löwdin charge in e.
Element x y z (Å)
C: -0.8443 1.4792 -0.1442  -0.015
N: -0.0296 0.3342 0.2984  -0.270
C: -0.5624 -0.4612 1.1941  0.010
C: 1.1813 0.1951 -0.3045  -0.179
C: 2.0137 -0.8687 0.0777  -0.285
N: 2.6660 -1.7681 0.4302  0.127
H: -1.7544 1.0992 -0.6123  0.100
H: -0.2808 2.0743 -0.8608  0.088
H: -1.0964 2.0927 0.7228  0.101
H: -0.0023 -1.3229 1.5308  0.075
H: -0.9173 -1.9389 -1.2820  0.041
H: -1.5468 -0.2271 1.5744  0.078
H: 1.4944 0.9461 -1.0111  0.095
H: -0.3211 -1.6339 -1.6134  0.033

Computed, not measured: a structure of composition C51H45AsN6O2SSn, with wB97M-V/def2-TZVPD.

As for the spin multiplicity: 1. Its total charge is 0. As for the LUMO energy: 0.28 eV. As for the largest force on an atom: 0.4 eV/Å.

Last column: Löwdin charge in e.
Element x y z (Å)
Sn: 0.2277 -1.5904 -0.8061  1.182
O: 0.5275 -5.6796 0.4948  0.088
C: 0.0015 -4.5876 0.4367  -0.459
N: -0.2685 -3.8764 -0.7261  0.012
C: -0.6341 -4.5982 -1.8318  -0.462
O: -0.8745 -5.7912 -1.8887  0.074
C: -0.8656 -3.7791 -3.0870  -0.225
C: -1.0446 -4.4549 -4.2882  0.007
C: -1.2937 -3.7234 -5.4351  -0.043
C: -1.3777 -2.3404 -5.3385  -0.044
C: -1.1849 -1.7542 -4.1018  -0.122
N: -0.9212 -2.4531 -2.9991  0.037
C: -0.3933 -3.9246 1.7493  -0.223
C: 0.0341 -4.5174 2.9349  -0.006
C: -0.2789 -3.9040 4.1348  -0.065
C: -1.0107 -2.7227 4.1133  -0.066
C: -1.4119 -2.2197 2.8856  -0.139
N: -1.1174 -2.8109 1.7296  0.082
H: -0.9837 -5.5338 -4.2854  0.120
H: -1.4261 -4.2185 -6.3887  0.109
H: -1.5923 -1.7283 -6.2045  0.107
H: -1.2495 -0.6778 -3.9841  0.097
H: 0.6045 -5.4339 2.8742  0.118
H: 0.0371 -4.3357 5.0767  0.106
H: -1.2740 -2.2060 5.0276  0.101
H: -1.9922 -1.3041 2.8141  0.101
C: 0.0699 2.6208 3.8751  -0.064
C: 1.2810 3.5195 3.6098  -0.556
C: 0.7919 4.9693 3.4426  -0.043
C: 2.2096 3.4384 4.8314  -0.047
C: 2.0437 3.0926 2.3569  -0.174
C: 3.1601 3.8455 1.9460  -0.035
C: 3.8903 3.5247 0.8175  -0.073
C: 3.5040 2.4121 0.0783  -0.471
S: 4.2049 1.7217 -1.3456  1.101
C: 2.9769 0.4573 -1.3192  -0.518
N: 2.1344 0.5654 -0.3499  0.059
C: 2.3985 1.6478 0.4627  -0.297
C: 1.6688 1.9964 1.6023  0.030
C: 2.9958 -0.6481 -2.2891  -0.256
C: 4.0216 -0.6680 -3.2424  -0.075
C: 4.1637 -1.7316 -4.1107  -0.089
C: 3.2831 -2.7979 -4.0215  -0.080
C: 2.2536 -2.7676 -3.0912  -0.134
C: 2.0512 -1.7015 -2.2101  -0.236
H: -0.4401 2.9579 4.7798  0.087
H: 0.3729 1.5807 4.0265  0.082
H: -0.6462 2.6517 3.0512  0.069
H: 0.0624 5.2123 4.2190  0.084
H: 0.3183 5.1106 2.4687  0.082
H: 1.6151 5.6815 3.5190  0.078
H: 1.6718 3.7614 5.7268  0.086
H: 3.0879 4.0751 4.7141  0.076
H: 2.5522 2.4124 4.9865  0.087
H: 3.4718 4.7022 2.5322  0.109
H: 4.7417 4.1232 0.5162  0.109
H: 0.8038 1.3910 1.8421  0.094
H: 4.7247 0.1564 -3.2943  0.073
H: 4.9660 -1.7413 -4.8379  0.102
H: 3.3975 -3.6530 -4.6783  0.103
H: 1.5874 -3.6205 -3.0481  0.080
C: -5.7624 4.2788 1.2026  -0.097
C: -6.0482 3.1224 0.4925  -0.087
C: -5.0262 2.2695 0.0931  -0.106
C: -3.6958 2.5624 0.3868  -0.373
C: -3.4287 3.7185 1.1229  -0.137
C: -4.4443 4.5754 1.5186  -0.091
As: -2.2085 1.3045 0.0449  1.307
C: -3.1218 0.1336 -1.2193  -0.454
C: -3.6612 0.5995 -2.4186  -0.135
C: -4.3603 -0.2580 -3.2560  -0.088
C: -4.5319 -1.5920 -2.9012  -0.090
C: -4.0010 -2.0637 -1.7099  -0.083
C: -3.2979 -1.2038 -0.8746  -0.160
C: -1.1141 2.3451 -1.2041  -0.387
C: -0.6326 3.6037 -0.8492  -0.116
C: 0.2609 4.2835 -1.6632  -0.082
C: 0.7071 3.7043 -2.8439  -0.089
C: 0.2464 2.4463 -3.2051  -0.078
C: -0.6555 1.7762 -2.3900  -0.140
H: -6.5625 4.9374 1.5168  0.100
H: -7.0741 2.8766 0.2477  0.102
H: -5.2815 1.3718 -0.4522  0.091
H: -2.4074 3.9541 1.3978  0.067
H: -4.2062 5.4674 2.0850  0.101
H: -3.5348 1.6396 -2.6965  0.112
H: -4.7794 0.1151 -4.1829  0.103
H: -5.0761 -2.2617 -3.5562  0.103
H: -4.1256 -3.1032 -1.4303  0.110
H: -2.8646 -1.5812 0.0464  0.062
H: -0.9480 4.0620 0.0802  0.070
H: 0.6251 5.2589 -1.3642  0.103
H: 1.4151 4.2281 -3.4743  0.102
H: 0.5941 1.9821 -4.1205  0.106
H: -0.9987 0.7909 -2.6733  0.047
C: 3.7800 -2.5482 3.8745  -0.006
N: 3.2242 -2.6966 2.5417  -0.114
C: 3.5888 -3.6354 1.6025  -0.037
C: 2.8175 -3.3943 0.5068  -0.116
N: 1.9944 -2.3238 0.7632  -0.040
C: 2.2649 -1.9312 1.9885  -0.153
H: 4.5173 -3.3284 4.0354  0.090
H: 2.9973 -2.6415 4.6261  0.088
H: 4.2633 -1.5786 3.9832  0.094
H: 4.3368 -4.3846 1.7997  0.121
H: 2.7919 -3.9119 -0.4394  0.114
H: 1.7958 -1.1019 2.4953  0.138

Computed, not measured: a cluster of 2 separate species, C4H8N6 in total, with wB97M-V/def2-TZVPD.

The relative energy (zero: lowest compared OMol25 entry of this formula, charge and spin) comes out at 136.1 kcal per mole. As for the spin multiplicity: 1. Its total charge is 0. Its SMILES is [H]/N=C(/C)C#N.N#CN(N)N. As for the LUMO energy: -0.35 eV. As for the largest force on an atom: 4.7 eV/Å.

Last column: Löwdin charge in e.
Element x y z (Å)
H: -1.9025 -0.3044 -0.0446  0.060
N: -1.5813 -1.3224 0.3399  0.162
C: -0.3672 -1.5420 0.1641  -0.435
C: 0.3933 -2.6355 0.8500  -0.039
C: 0.4931 -0.6542 -0.7088  -0.266
N: 1.1486 -0.6854 -1.6827  0.148
H: 0.7317 -3.3357 0.0845  0.088
H: 1.2822 -2.2343 1.3380  0.084
H: -0.2360 -3.1147 1.5957  0.081
N: -2.3838 1.8886 -0.9045  0.183
C: -1.4917 1.3431 -0.4014  -0.222
N: 0.0008 1.2749 -0.1944  -0.334
N: 0.7562 2.0816 -1.0708  0.082
N: 0.3204 1.4235 1.1705  0.071
H: 1.1928 1.4650 -1.7641  0.055
H: 0.1617 2.7673 -1.5348  0.095
H: 0.1782 2.3886 1.4652  0.091
H: 1.3036 1.1960 1.2982  0.095

Computed, not measured: a structure of composition C19H16I2O3PRhS, with wB97M-V/def2-TZVPD.

The relative energy (zero: lowest compared OMol25 entry of this formula, charge and spin) comes out at 0.0 kcal per mole. As for the spin multiplicity: 1. Its total charge is +2. As for the LUMO energy: -8.32 eV. As for the largest force on an atom: 1.1 eV/Å.

Last column: Löwdin charge in e.
Element x y z (Å)
Rh: -1.9590 1.2842 0.6530  0.384
I: -4.1939 -0.2194 0.9280  1.085
C: -4.7750 0.5124 -0.9994  -0.965
I: -3.1070 1.6390 -1.7247  1.139
H: -5.6333 1.1644 -0.8853  -0.003
H: -4.9608 -0.3260 -1.6599  -0.005
O: -1.2458 1.4202 2.5511  -0.412
S: -0.3447 2.6152 2.2207  0.598
O: -0.2816 3.6105 3.2116  -0.161
O: -0.8861 2.9846 0.8673  -0.394
C: 1.2260 1.9403 1.8258  -0.267
C: 2.3506 2.4735 2.4179  -0.005
C: 3.6011 1.9934 2.0329  -0.004
C: 3.7010 1.0105 1.0649  -0.012
C: 2.5575 0.4811 0.4694  -0.048
C: 1.3028 0.9376 0.8447  -0.296
P: -0.1307 0.1127 0.1005  1.035
C: -0.2516 -1.5336 0.7709  -0.341
C: -0.9142 -1.7669 1.9779  -0.113
C: -0.8843 -3.0308 2.5402  -0.039
C: -0.1832 -4.0561 1.9169  -0.024
C: 0.5049 -3.8198 0.7338  -0.035
C: 0.4756 -2.5616 0.1561  -0.074
C: 0.0507 0.1434 -1.6701  -0.416
C: -0.5492 -0.8314 -2.4724  -0.119
C: -0.5100 -0.6945 -3.8489  -0.047
C: 0.1017 0.4158 -4.4225  -0.025
C: 0.6808 1.3949 -3.6234  -0.035
C: 0.6601 1.2626 -2.2436  -0.084
H: 2.2515 3.2526 3.1622  0.134
H: 4.4925 2.4001 2.4902  0.132
H: 4.6731 0.6450 0.7631  0.129
H: 2.6598 -0.2905 -0.2848  0.123
H: -1.4185 -0.9628 2.4984  0.068
H: -1.3961 -3.2136 3.4751  0.123
H: -0.1625 -5.0411 2.3634  0.126
H: 1.0676 -4.6137 0.2625  0.124
H: 1.0227 -2.3862 -0.7608  0.111
H: -1.0445 -1.6852 -2.0292  0.115
H: -0.9570 -1.4519 -4.4784  0.124
H: 0.1305 0.5164 -5.4993  0.127
H: 1.1587 2.2535 -4.0751  0.125
H: 1.1199 2.0214 -1.6207  0.120